No. 1
22
Properties=species:S:1:pos:R:3:forces:R:3:nbo_charge:R:1 method="wB97M-V/def2-TZVPD" multiplicity=1 charge=-2
C -1.44020 -0.78602 -0.66163 0.1875 0.3634 1.0090 0.542
C 0.66771 2.14951 -0.93438 -0.1920 0.0758 0.3121 -0.632
C 1.69891 -0.09970 0.24393 -2.5883 2.2271 -0.4806 -0.248
C 0.07012 0.95194 -0.22280 3.0162 -1.4794 0.1828 -0.026
N -2.09548 -1.48808 -1.63569 0.1217 0.4227 -1.3796 -0.418
N 1.82602 -0.06672 1.63159 -0.1273 -1.0084 0.5092 -0.445
N -0.69830 0.18048 -1.08973 -0.5219 -0.2858 -0.5892 -0.587
N -1.60517 -1.08566 0.68157 0.0974 -0.0507 -0.0221 -0.877
N -2.83750 -2.51061 -1.43844 -0.1408 -0.2986 0.0588 0.591
N 2.37968 0.95552 2.16900 0.0204 -0.3276 0.1196 0.567
O -3.14853 -2.97074 -0.30611 -0.1098 -0.2125 0.5791 -0.603
O 2.86368 1.91196 1.51053 0.1505 0.3856 -0.4864 -0.616
O -3.27832 -3.08217 -2.45581 -0.2896 -0.2748 -0.2430 -0.551
O 2.44463 0.96838 3.42328 0.1492 0.2632 0.6404 -0.599
H 1.16111 1.81119 -1.84414 0.0085 -0.0220 -0.0919 0.193
H 1.39616 2.63820 -0.29147 0.0542 0.0625 0.0202 0.229
H -0.10902 2.86562 -1.21875 -0.1176 0.0745 -0.0853 0.171
H 1.45722 -1.09918 -0.09855 -0.0586 -0.0755 -0.0570 0.173
H 2.47940 0.39622 -0.32893 0.1132 0.0366 -0.1194 0.170
H -0.34649 1.19615 0.75957 0.0105 -0.0589 0.0841 0.158
H -2.07112 -1.97056 0.84301 0.0393 0.0964 -0.0658 0.414
H -0.81449 -0.86574 1.26393 0.1773 0.0863 0.1051 0.394



No. 2
14
Properties=species:S:1:pos:R:3:forces:R:3:nbo_charge:R:1 method="wB97M-V/def2-TZVPD" smiles="C/C=C/[N+](C)=O" relative_energy_ev=3.887 multiplicity=1 charge=+1
C 0.04845 0.15836 -0.20744 1.7338 -2.9754 -0.3946 -0.150
C 1.09714 -0.77513 -0.07292 -4.0088 3.6646 0.2298 0.155
C 2.45676 -0.39829 0.07565 0.2989 -0.4551 -0.9474 -0.689
C -2.25100 0.79216 0.10459 -0.5098 2.6064 -2.0909 -0.509
N -1.25629 -0.22768 -0.13016 -0.2169 -2.0650 1.4302 0.277
O -1.59877 -1.40333 -0.10480 0.1140 1.5606 -0.1728 -0.201
H 0.11076 1.14963 -0.45793 0.7602 2.3715 -0.1165 0.227
H 0.74155 -1.73083 0.12299 -0.1733 -2.0063 0.0612 0.232
H 2.83366 -0.62817 -0.95509 0.7187 0.0499 0.8532 0.297
H 2.78209 -1.07175 0.84650 1.2499 -0.2569 0.0614 0.271
H 2.58671 0.63368 0.34483 0.2118 0.3995 -0.1584 0.258
H -2.31859 1.46497 -0.82360 -0.5346 -1.6725 0.5630 0.278
H -2.10015 1.64245 0.74640 1.6911 -0.1879 1.1163 0.280
H -3.13231 0.39393 0.51097 -1.3349 -1.0333 -0.4346 0.272



Let's list E_LUMO in order: 6.35; -6.92 eV.
Let's list largest force on an atom in order: 3.4; 5.4 eV Å⁻¹.